(1)
C28H39ClN5O4SZr as an isolated structure in a non-equilibrium geometry, computed with ωB97M-V/def2-TZVPD.

```
79
Properties=species:S:1:pos:R:3:forces:R:3
Zr -0.650239 -1.260518 -0.356771 0.39 1.41 1.14
C -1.376231 -5.104507 -1.567562 0.01 0.02 -0.01
C -1.017211 -3.762809 -2.139120 0.04 0.05 -0.10
C 0.313761 -3.404372 -2.354847 -0.14 -0.02 -0.14
C 0.643321 -2.186561 -2.948768 -0.05 -0.13 -0.03
C -0.356228 -1.304125 -3.339286 -0.02 -0.06 -0.04
C -1.691336 -1.647132 -3.129244 0.04 -0.12 -0.18
C -2.014624 -2.853413 -2.518125 0.04 -0.06 -0.03
H -1.570281 -5.809262 -2.378341 -0.01 0.00 0.00
H -2.272519 -5.047077 -0.951770 0.00 0.00 0.01
H -0.562797 -5.509994 -0.966477 0.01 0.00 0.00
H 1.102284 -4.078830 -2.044026 0.00 0.01 -0.01
H 1.683841 -1.927539 -3.091596 -0.01 0.00 0.02
H -0.106254 -0.359016 -3.800439 0.01 -0.01 0.00
H -2.474377 -0.967023 -3.419092 0.02 -0.04 -0.06
H -3.055260 -3.110991 -2.357558 0.00 0.02 0.01
Cl 3.972615 -5.888850 3.220424 -0.01 0.01 -0.01
C 3.171987 -4.729360 2.211710 0.10 0.00 0.00
C 3.942227 -3.876634 1.394738 0.03 -0.06 0.07
C 3.344654 -2.951097 0.592798 -0.10 0.20 -0.01
C 1.932447 -2.792020 0.547208 -0.16 0.11 -0.25
O 1.431389 -1.909505 -0.255754 -0.36 -0.84 0.03
C 1.156753 -3.683413 1.362577 0.23 0.06 -0.04
C -0.255589 -3.767681 1.391602 -0.32 -0.05 -0.10
O -1.112089 -3.089161 0.778582 0.35 -0.17 -0.32
C 1.819417 -4.637821 2.187058 -0.07 0.02 -0.01
H 5.020109 -3.971179 1.410167 0.01 0.00 0.00
H 3.934874 -2.295205 -0.033479 0.02 -0.01 -0.01
H -0.649840 -4.575770 2.018548 -0.05 0.05 0.07
H 1.224437 -5.302278 2.801231 -0.01 0.00 0.00
O -0.191043 -0.593998 1.203498 -0.06 0.23 0.48
C -5.513429 1.365648 -1.230300 0.00 -0.03 0.00
N -4.764732 0.749822 -0.136814 -0.11 -0.09 -0.04
C -5.207138 0.770064 1.143572 0.01 -0.05 0.08
C -4.506412 0.204203 2.149485 -0.08 0.06 -0.10
C -3.247428 -0.382126 1.818724 0.07 0.21 -0.08
N -2.830400 -0.429076 0.551934 -0.19 -0.62 -0.47
C -3.588858 0.086840 -0.457828 0.27 0.33 0.24
O -3.203610 0.031244 -1.618659 -0.15 -0.06 0.05
N -2.438643 -0.859294 2.762010 0.22 0.05 0.06
H -6.375371 1.879945 -0.815128 -0.01 0.00 0.01
H -5.841571 0.604063 -1.934212 -0.01 0.00 -0.01
H -4.878433 2.072636 -1.758170 0.02 0.00 0.01
H -6.148408 1.275765 1.308972 -0.01 0.00 0.01
H -4.859477 0.241458 3.167603 -0.01 -0.01 0.01
H -2.670999 -0.698178 3.727017 -0.03 -0.02 -0.03
H -1.450788 -0.929784 2.486602 -0.03 -0.08 -0.02
C 4.197735 3.622800 -0.904880 0.00 -0.02 -0.01
C 4.597496 2.484385 -1.840434 0.01 0.00 0.01
C 4.203366 1.082277 -1.375411 -0.02 0.03 0.03
C 2.706406 0.806741 -1.310035 0.07 -0.09 -0.04
N 2.110740 1.441024 -0.137236 0.03 -0.05 0.03
C 0.825419 1.738719 0.022576 0.05 0.14 -0.03
S -0.325100 1.397736 -1.207685 -0.12 -0.50 -0.23
N 0.478316 2.390199 1.126580 -0.07 0.08 0.12
C -0.882022 2.719297 1.544231 0.09 -0.02 -0.03
C -0.902949 3.954235 2.436799 0.01 -0.02 0.01
C -0.783188 5.290415 1.704245 0.01 -0.01 -0.02
C 0.527067 5.506996 0.952080 -0.01 -0.01 0.01
H 4.629863 4.564865 -1.240583 0.00 0.01 -0.01
H 4.561226 3.443731 0.111239 0.00 0.00 0.00
H 3.116636 3.757700 -0.860429 -0.01 0.00 0.00
H 5.681076 2.500606 -1.973572 0.01 0.01 0.00
H 4.168099 2.659284 -2.830970 0.00 0.00 0.00
H 4.654548 0.870501 -0.397670 0.01 0.00 0.00
H 4.634297 0.351464 -2.062770 0.00 0.00 -0.01
H 2.517705 -0.270034 -1.258516 0.05 0.17 -0.02
H 2.204779 1.194198 -2.196121 0.01 0.04 -0.02
H 2.735322 1.617598 0.635853 0.00 0.00 0.00
H 1.196945 2.558722 1.815965 -0.01 -0.01 -0.01
H -1.295711 1.851792 2.061327 -0.05 -0.05 0.04
H -1.476537 2.884354 0.647133 0.00 0.00 -0.01
H -0.116029 3.869990 3.196525 0.00 0.00 0.00
H -1.845756 3.941015 2.988413 0.00 -0.01 0.00
H -0.911413 6.090518 2.436526 0.00 0.00 0.00
H -1.620298 5.381787 1.005559 0.00 0.00 0.00
H 1.388995 5.354524 1.607062 0.00 0.00 0.00
H 0.585156 6.525480 0.569140 0.00 0.01 0.00
H 0.625312 4.830991 0.102365 0.00 -0.01 0.00
```
Forces are in eV/Å.

Computed properties:
molecular weight	668.395	Da
HOMO	-0.3885	Ha
charge	+1
energy relative to the best compared isomer or geometry (same formula, charge and spin)	31.36	kJ/mol
LUMO level	-2.86	eV
frontier orbital gap	7.71	eV
E	-69948.60257	eV

=====

(2)
One molecule with the formula C4H5BrOS in a non-equilibrium geometry, computed with ωB97M-V/def2-TZVPD.

```
12
Properties=species:S:1:pos:R:3:forces:R:3
C -0.370594 1.252842 -0.952633 -0.39 -0.81 -2.67
C 0.049408 2.464413 -0.694456 0.37 -1.64 0.79
C 0.035101 -0.071489 -0.425392 2.94 2.75 3.19
C 0.661950 0.136789 1.005469 2.10 0.56 -4.08
O 3.216596 0.318262 0.053607 0.37 -0.51 -0.60
S 2.250373 1.131086 0.808006 -1.65 -0.14 0.89
Br -0.190978 4.058046 -1.457350 -0.14 1.06 -0.40
H -0.970871 1.020574 -1.876238 0.05 1.05 0.67
H -0.768253 -0.678734 -0.316687 -2.43 -2.08 0.01
H 0.869716 -0.554176 -0.884364 0.17 -0.33 -1.40
H 0.108493 0.729259 1.588223 -2.38 2.39 2.29
H 0.769363 -0.785175 1.434693 0.96 -2.30 1.31
```
Forces are in eV/Å.

Computed properties:
molecular weight	181.054	Da
HOMO (spin up / spin down)	-0.3268 / -0.3172	Ha
charge	0
energy relative to the best compared isomer or geometry (same formula, charge and spin)	256.37	kJ/mol
LUMO level (spin up / spin down)	-0.73 / -0.90	eV
frontier orbital gap (spin up / spin down)	8.16 / 7.73	eV
E	-87149.62383	eV

=====

(3)
C15H32CdN2O5P2 as an isolated structure in a non-equilibrium geometry, computed with ωB97M-V/def2-TZVPD.

```
57
Properties=species:S:1:pos:R:3:forces:R:3
O -1.379099 -2.117765 -3.047913 0.91 -1.77 -0.63
H -1.635112 -2.504039 -3.915180 0.30 0.43 0.90
Cd -0.310224 -0.508579 -0.243767 1.04 1.97 -0.66
N 1.179497 1.388663 -0.312069 -1.04 -2.15 0.98
N -0.555709 0.691779 -2.135197 0.29 -1.56 2.08
O 2.036638 1.912855 0.679654 0.99 -0.05 1.44
O -1.553689 0.399479 -3.040461 -1.03 -1.49 -1.26
C 0.970244 2.268181 -1.277989 -1.76 0.18 -2.21
C -0.024875 1.906672 -2.257807 2.10 1.13 1.68
C 1.669940 3.588280 -1.276071 -0.12 0.25 -0.37
C -0.455151 2.827537 -3.338969 0.26 0.16 -0.19
H 2.630519 3.536070 -0.754385 -0.24 0.06 -0.18
H 1.052936 4.357927 -0.790217 0.15 0.06 0.11
H 1.832009 3.923176 -2.303997 0.09 0.04 0.11
H -1.459066 2.566803 -3.674125 0.13 0.16 -0.05
H 0.238887 2.754633 -4.180874 -0.16 0.06 -0.33
H -0.421847 3.863161 -2.999983 -0.14 0.05 -0.01
H 1.890904 1.358661 1.470403 -0.10 0.34 -0.84
H -1.507389 -0.620329 -3.102088 -0.19 2.25 0.03
O -1.750341 1.410340 0.851793 -0.68 0.62 0.40
H -1.331213 2.260456 1.078761 0.11 -0.36 -0.24
H -2.603832 1.665172 0.455189 0.34 -0.12 0.04
C 0.010529 -2.539699 -2.751799 -0.18 0.11 -0.20
H 0.015108 -3.044556 -1.766701 0.04 0.29 -0.56
H 0.686248 -1.660497 -2.711878 -0.61 -0.41 -0.05
H 0.363768 -3.232903 -3.527867 -0.13 0.11 0.22
O 2.874595 -1.135066 -0.474001 0.83 0.08 0.68
H 3.206069 -0.238607 -0.247158 -0.65 -0.41 -0.37
H 3.505410 -1.726370 -0.020497 -0.31 0.20 -0.33
C -1.729915 -3.946573 0.277180 -0.52 -0.49 0.07
P -2.028991 -2.160783 0.457952 0.45 0.57 -0.34
C -3.492465 -1.766729 -0.528613 -0.59 -0.36 0.06
C -2.494556 -1.932031 2.211754 0.42 -0.05 0.03
C -3.767936 -2.291688 2.652410 0.07 0.11 0.06
C -4.117530 -2.072325 3.987068 -0.03 -0.09 -0.12
C -3.185377 -1.529485 4.867889 -0.04 0.01 0.13
C -1.891694 -1.204345 4.445167 -0.18 -0.16 -0.30
C -1.528294 -1.399140 3.111875 -0.35 -0.37 -0.35
P 0.135923 -1.040373 2.420896 -0.11 0.54 -0.86
C 0.825480 0.191978 3.561714 -0.01 -0.22 0.64
C 1.081644 -2.562596 2.766733 0.05 -0.08 0.63
H -1.447396 -4.182955 -0.755383 -0.12 0.09 0.23
H -2.644267 -4.496012 0.536783 0.16 -0.09 -0.09
H -0.930030 -4.279799 0.948754 -0.17 0.21 -0.17
H -4.348405 -2.341926 -0.160479 -0.11 0.09 -0.33
H -3.707162 -0.693121 -0.444054 0.14 -0.33 0.01
H -3.283080 -2.001021 -1.582168 -0.07 0.05 0.39
H -4.486893 -2.736214 1.948562 0.31 0.26 0.45
H -5.122411 -2.342167 4.321493 0.37 0.14 0.01
H -3.459018 -1.367966 5.911346 0.04 -0.03 -0.28
H -1.171806 -0.803735 5.157006 -0.22 -0.08 -0.11
H 0.784397 -0.215343 4.582524 0.28 0.37 -0.09
H 1.871175 0.400036 3.289957 -0.32 -0.06 0.19
H 0.225936 1.112494 3.510564 0.24 -0.29 -0.04
H 0.919233 -2.856875 3.810231 0.19 -0.16 -0.10
H 0.776010 -3.381851 2.104763 0.09 0.32 0.14
H 2.145227 -2.346236 2.606247 -0.22 -0.10 -0.03
```
Forces are in eV/Å.

Computed properties:
molecular weight	494.790	Da
HOMO (spin up / spin down)	-0.1054 / -0.1054	Ha
charge	0
energy relative to the best compared isomer or geometry (same formula, charge and spin)	150.74	kJ/mol
LUMO level (spin up / spin down)	0.35 / 0.35	eV
frontier orbital gap (spin up / spin down)	3.22 / 3.22	eV
E	-52427.15145	eV